No. 1
ORCA calculation (ωB97M-V/def2-TZVPD) on a cluster of 2 separate species, C35H63F2IN3O7S2Si in total in a non-equilibrium geometry.

XYZ file:
```
114
C35H63F2IN3O7S2Si (ωB97M-V/def2-TZVPD)
C 7.260 -2.215 0.292
C 6.410 -2.508 -1.120
C 4.806 -2.295 -0.934
I 4.272 -4.038 0.361
C 3.933 -2.245 -2.363
C 4.667 -3.357 -3.310
C 3.781 -3.999 -4.525
N 3.939 -3.496 -5.793
C 2.413 -2.793 -2.000
C 1.206 -2.311 -2.988
C 0.153 -3.540 -3.416
F -0.187 -4.298 -2.167
F 0.631 -4.383 -4.524
C -1.192 -2.732 -4.000
C -2.611 -3.422 -3.564
Si -3.651 -2.266 -2.362
C -3.585 -0.428 -2.947
C -5.519 -2.827 -2.342
C -2.907 -2.426 -0.556
C -3.097 -3.830 0.303
C -2.408 -3.930 1.816
C -1.551 -2.715 2.508
C -1.409 -1.311 1.672
C -2.078 -1.185 0.170
S 1.702 -1.209 -4.415
O 1.379 -1.818 -5.836
O 0.826 0.106 -4.381
O 3.328 -0.838 -4.391
C 3.916 -0.700 -3.014
C 3.099 0.385 -2.092
C 2.998 1.898 -2.722
C 3.069 2.949 -1.421
C 1.560 2.831 -0.713
N 1.292 3.910 0.313
C 1.593 3.467 1.728
C 1.145 2.049 2.420
O 2.273 4.359 2.500
C 5.406 -0.105 -3.359
S 6.295 0.916 -2.117
O 6.100 0.635 -0.625
O 6.125 2.477 -2.297
H 6.625 -1.649 1.096
H 7.697 -3.243 0.714
H 8.224 -1.587 -0.024
H 6.925 -1.963 -2.004
H 6.576 -3.676 -1.308
H 4.476 -1.367 -0.306
H 4.913 -4.295 -2.610
H 5.698 -3.041 -3.764
H 3.105 -4.921 -4.266
H 4.618 -2.702 -5.783
H 2.169 -2.324 -0.929
H 2.344 -3.985 -1.987
H 0.491 -1.611 -2.330
H -1.107 -2.794 -5.186
H -1.174 -1.588 -3.739
H -3.261 -3.500 -4.562
H -2.532 -4.520 -3.159
H -4.618 0.096 -2.702
H -2.712 0.155 -2.400
H -3.321 -0.361 -4.109
H -5.757 -3.518 -3.259
H -6.155 -1.819 -2.338
H -5.689 -3.369 -1.296
H -3.672 -4.759 -0.144
H -2.534 -4.920 2.440
H -1.035 -2.798 3.573
H -0.811 -0.385 2.103
H -1.942 -0.159 -0.383
H 3.554 0.520 -0.996
H 1.967 0.079 -1.863
H 1.962 2.146 -3.236
H 3.827 2.177 -3.496
H 3.262 4.041 -1.862
H 3.943 2.704 -0.683
H 1.328 1.735 -0.346
H 0.798 3.031 -1.610
H 1.762 4.806 0.055
H 2.151 1.427 2.580
H 0.427 1.439 1.690
H 0.623 2.151 3.464
H 5.258 0.609 -4.309
H 6.172 -0.928 -3.763
H 7.697 0.717 -2.360
C -6.400 3.445 3.473
C -5.383 3.908 4.509
N -4.834 2.784 5.419
C -6.026 2.198 6.218
C -3.897 3.382 6.498
C -2.616 4.030 6.001
C -4.201 1.586 4.646
C -3.089 1.909 3.634
O -3.564 2.764 2.601
C -2.578 3.647 2.076
H -7.311 3.048 3.932
H -6.701 4.299 2.857
H -6.009 2.688 2.796
H -5.853 4.645 5.170
H -4.541 4.404 4.025
H -6.531 3.016 6.739
H -5.632 1.471 6.934
H -6.709 1.696 5.528
H -3.654 2.574 7.198
H -4.491 4.131 7.036
H -1.835 3.283 5.838
H -2.225 4.694 6.780
H -2.743 4.629 5.099
H -5.027 1.093 4.121
H -3.821 0.896 5.408
H -2.771 0.974 3.160
H -2.207 2.317 4.125
H -1.559 3.388 2.384
H -2.810 4.657 2.417
H -2.638 3.631 0.987
```

Charge: +1
E_HOMO: -0.39073 hartree
Electronic energy: -99174.7745 eV
Frontier orbital gap: 0.306 Ha
M: 895.02 g mol⁻¹
LUMO level: -2.308 eV

Results of the Mulliken charge analysis, in e, for atoms 1 through 8: C -0.9810; C 0.1641; C -1.6478; I 0.1129; C 2.0189; C -0.8922; C -0.3053; N -0.5902

***

No. 2
ORCA calculation (ωB97M-V/def2-TZVPD) on a cluster of 5 separate species, C35H63F8O11S5 in total in a non-equilibrium geometry.

XYZ file:
```
122
C35H63F8O11S5 (ωB97M-V/def2-TZVPD)
C -5.732 2.535 -2.355
O -4.285 2.375 -2.230
C -3.727 3.034 -3.392
C -2.232 3.557 -3.106
C -1.280 2.327 -2.742
C 0.269 2.696 -2.677
C 0.642 3.679 -1.451
C 0.969 2.796 -0.162
C 2.465 2.210 -0.150
C 2.513 0.603 -0.367
C 3.709 0.076 0.557
C 4.100 -1.458 0.298
C 5.586 -1.690 0.835
C 5.715 -2.714 2.096
C 5.190 -4.136 1.517
C 5.525 -5.304 2.548
C 4.520 -6.541 2.517
C 4.513 -7.358 1.154
F 4.748 -8.734 1.466
F 5.540 -6.993 0.273
C 3.072 -7.338 0.429
F 2.380 -8.489 0.797
F 2.353 -6.177 0.651
F 3.323 -7.388 -0.956
S 4.701 -2.147 3.516
O 4.942 -0.648 3.656
O 5.206 -2.755 4.817
C 2.872 -2.490 3.469
F 2.112 -1.509 2.789
F 2.399 -2.387 4.814
F 2.502 -3.786 3.078
H -6.043 2.406 -3.437
H -6.260 1.792 -1.686
H -6.007 3.581 -1.994
H -3.754 2.319 -4.273
H -4.352 3.965 -3.609
H -1.854 4.039 -4.066
H -2.255 4.320 -2.253
H -1.390 1.543 -3.572
H -1.633 1.809 -1.785
H 0.649 3.095 -3.667
H 0.819 1.710 -2.466
H 1.454 4.423 -1.720
H -0.305 4.291 -1.258
H 0.246 1.908 -0.127
H 0.819 3.463 0.752
H 3.133 2.732 -0.921
H 2.906 2.487 0.869
H 1.534 0.144 -0.026
H 2.731 0.462 -1.475
H 4.631 0.686 0.250
H 3.542 0.320 1.653
H 4.141 -1.562 -0.847
H 3.323 -2.197 0.650
H 6.085 -0.695 1.077
H 6.195 -2.167 0.000
H 5.838 -4.314 0.588
H 4.119 -4.107 1.150
H 5.646 -4.933 3.618
H 6.557 -5.708 2.252
H 4.890 -7.275 3.317
H 3.484 -6.222 2.864
C 5.987 4.864 4.323
C 6.802 3.803 5.066
C 6.662 2.491 4.290
S 6.373 2.947 2.584
O 5.046 2.523 2.218
O 7.536 2.608 1.796
C 6.353 4.712 2.852
H 6.204 5.871 4.688
H 4.919 4.676 4.465
H 7.854 4.105 5.093
H 6.468 3.686 6.099
H 7.567 1.887 4.353
H 5.804 1.910 4.633
H 5.636 5.182 2.180
H 7.358 5.091 2.654
C -5.922 -3.357 -0.070
C -4.993 -2.219 0.358
C -5.001 -1.174 -0.760
S -6.591 -1.318 -1.567
O -6.381 -1.781 -2.919
O -7.386 -0.148 -1.267
C -7.188 -2.685 -0.587
H -6.138 -4.037 0.757
H -5.452 -3.937 -0.871
H -5.368 -1.772 1.282
H -3.979 -2.577 0.555
H -4.885 -0.164 -0.369
H -4.227 -1.376 -1.502
H -7.804 -3.342 -1.201
H -7.779 -2.274 0.234
C -2.382 3.575 -9.445
C -1.042 2.851 -9.301
C -0.401 3.327 -7.995
S -1.752 3.786 -6.913
O -1.688 5.210 -6.676
O -1.845 2.831 -5.834
C -3.060 3.465 -8.085
H -2.996 3.138 -10.234
H -2.209 4.626 -9.694
H -1.214 1.771 -9.254
H -0.386 3.041 -10.153
H 0.186 2.539 -7.523
H 0.220 4.209 -8.152
H -3.866 4.184 -7.947
H -3.425 2.452 -7.907
C -6.322 -2.771 5.405
C -5.393 -1.632 5.833
C -5.403 -0.587 4.714
S -6.995 -0.731 3.909
O -6.786 -1.195 2.555
O -7.789 0.438 4.208
C -7.589 -2.099 4.889
H -6.537 -3.450 6.231
H -5.852 -3.350 4.604
H -5.768 -1.184 6.758
H -4.380 -1.989 6.029
H -5.287 0.423 5.105
H -4.630 -0.789 3.971
H -8.205 -2.756 4.276
H -8.180 -1.689 5.711
```

Charge: -1
E_HOMO: -0.14650 hartree
Electronic energy: -135750.0933 eV
Frontier orbital gap: 0.208 Ha
M: 972.20 g mol⁻¹
LUMO level: 1.684 eV

Results of the Mulliken charge analysis, in e, for atoms 1 through 8: C -0.6543; O -0.2749; C -0.4830; C -0.4602; C -0.5246; C -0.2957; C -0.5492; C -0.6440